(1)
128
Properties=species:S:1:pos:R:3 method="wB97M-V/def2-TZVPD" spin_multiplicity=1 orbital_gap_ev=8.5
S -2.869 -23.071 3.971
S -1.436 -25.248 -3.332
S 1.679 -22.000 -2.417
S 6.302 -26.465 0.788
S 1.966 -31.274 1.453
S 3.612 -24.521 5.690
S 3.139 -27.817 -2.454
S -1.795 -20.364 -1.339
S 5.141 -20.677 1.642
S 0.849 -25.614 1.264
F -2.084 -27.696 3.168
F -9.505 -26.351 -0.440
F -8.939 -28.209 0.441
F -2.654 -29.760 2.642
F -8.431 -27.884 -1.659
F -1.904 -29.272 4.575
O -6.294 -26.608 -0.888
O 4.774 -25.102 4.855
O 6.007 -27.409 -0.369
O -7.290 -26.053 1.086
O -2.407 -24.982 -2.151
O -1.734 -19.161 -0.378
O -4.840 -29.353 4.575
O 3.816 -20.480 0.927
O 2.539 -26.462 -2.820
O -1.905 -21.903 3.636
O 2.376 -22.010 -3.772
O -4.219 -27.138 4.469
O 2.831 -32.482 1.751
O 0.276 -26.669 2.172
C 2.632 -23.079 -1.276
C -1.280 -23.706 -4.336
C 5.009 -19.777 3.274
C -1.631 -21.762 -0.150
C -5.274 -26.707 5.301
C -6.451 -26.233 4.458
C 0.338 -31.950 0.897
C 0.273 -26.039 -0.455
C -5.015 -26.001 -0.700
C 5.802 -27.350 2.290
C -2.347 -26.207 -4.655
C 2.551 -29.126 -3.609
C -7.290 -26.561 -0.033
C 2.553 -30.586 -0.218
C -4.028 -28.499 4.209
C 4.907 -22.379 2.279
C -2.637 -28.809 3.571
C 2.639 -25.957 0.908
C 3.752 -25.168 7.396
C -3.918 -23.426 2.497
C 4.811 -27.841 -3.238
C -4.168 -26.714 0.308
C -1.767 -24.531 3.890
C 1.995 -25.219 5.066
C 8.114 -26.354 1.182
C 2.149 -20.285 -1.799
C -3.607 -20.564 -1.812
C -8.567 -27.255 -0.478
H -5.274 -25.023 -0.295
H 4.688 -27.483 -4.260
H -5.659 -27.503 5.939
H -0.644 -26.627 -0.420
H -0.841 -21.568 0.575
H 3.701 -26.255 7.446
H 4.031 -19.973 3.714
H -2.579 -21.813 0.384
H -3.725 -27.582 -0.179
H 3.072 -25.375 0.095
H -1.615 -24.943 2.893
H 1.725 -24.835 4.082
H 4.341 -22.250 3.201
H 4.659 -24.732 7.817
H -4.377 -20.258 -1.104
H 5.778 -20.006 4.012
H 8.739 -26.126 0.318
H 2.891 -27.002 0.728
H -4.901 -25.910 5.944
H 1.015 -26.593 -1.031
H -6.185 -25.478 3.719
H 3.011 -30.078 -3.341
H 2.222 -23.040 -0.267
H -2.376 -25.292 4.379
H -3.799 -20.137 -2.796
H 0.411 -32.856 0.295
H -4.804 -24.001 2.764
H -4.732 -26.994 1.198
H -3.233 -23.782 1.727
H 5.352 -28.771 -3.413
H 5.044 -18.689 3.212
H 8.427 -25.701 1.996
H 3.624 -22.628 -1.235
H -3.162 -25.713 -5.185
H 4.601 -23.100 1.520
H -3.824 -21.622 -1.956
H -1.497 -22.701 -0.688
H 8.485 -27.369 1.317
H 3.593 -30.885 -0.349
H 6.485 -28.193 2.395
H -4.285 -22.457 2.158
H -0.833 -24.344 4.420
H 1.461 -29.153 -3.606
H 5.505 -27.135 -2.782
H -0.032 -25.093 -0.902
H 1.266 -24.981 5.841
H 5.923 -26.784 3.214
H 5.869 -22.660 2.708
H -0.168 -31.158 0.344
H 2.793 -28.999 -4.664
H -2.233 -23.344 -4.721
H 1.914 -19.572 -2.590
H -2.739 -27.139 -4.247
H 2.846 -24.867 7.922
H -7.203 -25.757 5.088
H -1.556 -26.315 -5.397
H -0.701 -24.094 -5.174
H 1.568 -19.960 -0.936
H 2.806 -24.069 -1.696
H -6.974 -27.085 4.024
H 1.987 -26.302 4.947
H 3.213 -20.271 -1.560
H -0.708 -22.902 -3.872
H -0.287 -32.177 1.760
H -4.453 -25.861 -1.622
H 4.816 -27.784 2.127
H 3.155 -25.640 1.815
H -3.340 -26.146 0.734
H 2.331 -29.526 -0.344
H 1.993 -31.078 -1.013


(2)
118
Properties=species:S:1:pos:R:3 method="wB97M-V/def2-TZVPD" spin_multiplicity=5 s2=6.0124 orbital_gap_ev="7.4 / 6.9" de_lowest_kj_mol=186.02 charge=+1
Cr 3.521 -1.538 1.568
O -0.656 -0.930 0.435
O 0.472 0.517 1.581
O 3.982 2.259 1.302
O -0.839 -0.446 -4.059
O 3.568 -2.889 -0.290
O -2.320 1.398 5.349
O -2.559 -5.889 -1.691
O -0.241 2.896 -5.391
O -0.654 4.029 -0.601
O 1.445 -1.242 0.746
O -5.189 -0.203 1.313
O 2.326 -2.868 2.785
N 2.823 -0.168 3.122
N 0.402 -0.542 0.926
N -0.327 -3.314 -3.138
N 4.283 -0.115 0.185
N 0.093 4.761 -3.234
N -3.444 -0.283 3.565
C -1.870 -5.215 -2.708
C 4.969 -1.033 -0.773
C 0.017 4.262 -5.610
C 0.261 -2.060 -2.600
C -0.589 5.122 -4.497
C 2.439 -0.960 4.310
C -1.843 0.477 -4.328
C -6.461 -0.502 1.841
C -3.801 -6.480 -2.023
C 3.066 2.088 0.232
C 0.066 5.242 -0.829
C -0.158 3.234 0.475
C -4.256 -1.238 1.326
C -1.123 -4.020 -2.135
C 3.639 0.960 -0.597
C -3.648 -1.498 2.760
C -1.950 1.597 3.994
C -2.002 2.561 6.108
C 3.987 -2.028 -1.348
C -2.215 0.389 3.107
C 1.785 -4.192 2.662
C 4.009 3.582 1.814
C -0.719 -0.919 -2.741
C 2.705 -3.923 -0.748
C -0.200 2.119 -6.572
C -0.296 5.746 -2.209
C 1.694 -2.207 3.886
C 1.543 -0.077 5.188
H 3.035 3.864 2.230
H 4.573 -2.597 -2.082
H -6.874 -1.451 1.492
H -6.400 -0.391 2.929
H -2.540 2.446 3.617
H 1.081 -0.503 6.081
H 2.868 0.562 -1.260
H -1.380 5.896 -2.274
H -1.372 -0.303 3.170
H -0.365 -0.110 -2.083
H 3.277 -1.162 4.984
H -1.873 -3.385 -1.650
H 2.061 1.828 0.579
H 5.367 -0.530 -1.658
H -1.987 1.143 -3.464
H -1.566 2.228 7.058
H -1.184 -5.903 -3.219
H -2.627 -4.853 -3.424
H 5.753 -1.607 -0.279
H -3.798 -6.896 -3.034
H 2.669 -4.104 -1.828
H 1.667 -2.817 4.793
H -0.994 2.334 -7.286
H -2.807 -0.020 -4.515
H 0.306 6.641 -2.379
H -0.225 6.114 -4.764
H -3.826 -7.383 -1.409
H 3.134 -4.915 -0.551
H -0.872 3.230 1.300
H 0.685 0.271 4.599
H 0.736 -4.088 2.387
H -4.657 -5.845 -1.809
H 0.653 -1.963 3.645
H -1.665 4.999 -4.361
H 1.963 -4.768 3.572
H -0.197 3.850 -2.894
H 4.211 4.270 0.989
H 1.168 -1.809 -3.164
H 2.048 0.835 5.515
H 4.406 1.333 -1.283
H -0.449 -4.471 -1.399
H -0.177 5.955 -0.037
H 0.002 2.264 0.015
H -0.218 4.584 -6.632
H -4.686 -2.203 1.039
H -4.202 0.253 3.128
H 1.137 5.016 -0.762
H -7.213 0.240 1.562
H 1.102 4.435 -5.531
H -4.362 -2.182 3.233
H -1.254 3.232 5.687
H -0.183 1.075 -6.257
H 2.815 2.984 -0.345
H -3.447 -0.990 0.641
H -1.613 1.103 -5.188
H 3.153 0.728 3.465
H -2.940 3.040 6.398
H -2.325 0.701 2.064
H -2.743 -2.104 2.665
H 1.906 -0.037 2.669
H 5.053 0.358 0.662
H 0.726 3.705 0.916
H 2.346 -4.755 1.916
H 4.733 3.751 2.606
H 1.699 -3.874 -0.344
H 0.787 2.245 -7.037
H -1.736 -1.160 -2.408
H -1.019 -2.941 -3.785
H 0.656 -2.125 -1.586
H 3.166 -1.636 -1.953
H -0.903 1.908 3.874


Energy (computed, Ha): -6742.8626 -3384.7703
Max |F| (computed, eV Å⁻¹): 4.1 2.2